## w
This record from the OMol25 dataset describes 2 unconnected molecules or ions with the total composition C3H3F3O. The level of theory is ωB97M-V/def2-TZVPD.

Structure (ORCA input):
```
! wB97M-V def2-TZVPD RIJCOSX def2/J DEFGRID3
* xyz 0 1
C 1.798 -0.161 0.017
C -0.224 0.448 0.590
C -1.235 -0.207 -0.353
F -0.636 -0.231 -1.564
H -0.143 0.066 1.564
H 0.006 1.462 0.516
F -1.520 -1.410 -0.026
H 2.266 0.807 0.073
O 2.102 -1.241 -0.314
F -2.413 0.467 -0.503
*
```

As for the gap between HOMO and LUMO: 9.623 eV.

The molecule's Löwdin atomic charges, reported in e, are given here: C -0.05; C 0.08; C -0.71; F 0.10; H 0.05; H 0.05; F 0.19; H 0.09; O 0.10; F 0.11

## x
This record from the OMol25 dataset describes 2 unconnected molecules or ions with the total composition C3H3F3O. The level of theory is ωB97M-V/def2-TZVPD.

Structure (ORCA input):
```
! wB97M-V def2-TZVPD RIJCOSX def2/J DEFGRID3
* xyz 0 1
C 0.256 1.229 0.402
C -0.259 -2.167 0.515
F -0.512 -2.777 1.641
H -0.133 1.159 -0.663
F -0.112 0.165 2.692
H -1.621 -3.063 -0.626
F 1.013 -2.441 0.098
H 0.491 2.289 0.603
C -0.158 0.433 1.370
O -1.239 -2.143 -0.390
*
```

As for the gap between HOMO and LUMO (spin up / spin down): 8.864 / 8.980 eV.

The molecule's Löwdin atomic charges, reported in e, are given here: C -0.03; C -0.49; F 0.14; H 0.08; F 0.04; H 0.17; F 0.09; H 0.06; C -0.12; O 0.08

w ends up most stable, edging out the next structure by 71.2 kcal/mol.

## w
This record from the OMol25 dataset describes a gas-phase ion, C6H13NP (charge +1). The level of theory is ωB97M-V/def2-TZVPD.

Structure (ORCA input):
```
! wB97M-V def2-TZVPD RIJCOSX def2/J DEFGRID3
* xyz 1 1
C -1.457 1.787 -0.308
H 4.345 -0.109 1.490
C 0.219 -1.324 -1.100
C 1.297 0.710 -0.393
N 2.577 0.493 0.483
P 4.083 0.030 0.053
H -2.260 -1.191 0.187
H 1.029 -1.948 -0.981
H 0.332 -0.855 -2.051
H 1.582 0.566 -1.372
H 2.238 0.628 1.378
H -3.164 0.225 0.492
H 0.265 -0.599 0.968
H -0.604 -1.971 -1.268
C 0.178 -0.199 -0.066
C -2.190 -0.294 0.727
C -1.178 0.510 0.028
H -0.618 2.391 -0.758
H -2.393 2.419 -0.086
H 1.011 1.834 -0.249
H -2.088 -0.510 1.746
*
```

Its structure (SMILES) is [H]/P=[NH+]/C[C@H](C)C(=C)C. As for the gap between HOMO and LUMO: 6.105 eV.

The molecule's Löwdin atomic charges, reported in e, are given here: C 0.06; H -0.05; C -0.03; C -0.17; N -0.29; P 1.12; H 0.06; H 0.06; H 0.08; H 0.08; H 0.06; H 0.11; H 0.16; H 0.08; C -0.33; C -0.06; C -0.34; H 0.06; H 0.11; H 0.15; H 0.08

## x
This record from the OMol25 dataset describes a gas-phase ion, C6H13NP (charge +1). The level of theory is ωB97M-V/def2-TZVPD.

Structure (ORCA input):
```
! wB97M-V def2-TZVPD RIJCOSX def2/J DEFGRID3
* xyz 1 1
H -0.440 1.695 1.592
P -1.218 -1.566 0.122
H 1.602 1.270 0.425
H -2.473 1.929 0.076
N 1.285 0.451 0.868
C 0.615 -1.745 0.219
H 2.436 -0.905 -0.145
H -1.433 1.974 -1.283
H 1.305 1.149 -1.714
H 0.843 -1.895 1.397
C 1.013 0.117 -1.385
H -1.321 -1.774 -1.321
C -2.015 1.208 -0.578
H 0.841 -2.735 -0.145
C -0.238 0.661 1.286
H -2.822 0.685 -1.243
H 0.340 -0.319 -2.022
C -1.154 0.252 0.179
H 1.818 0.158 1.692
H -0.429 -0.035 2.189
C 1.446 -0.572 -0.212
*
```

As for the gap between HOMO and LUMO (spin up / spin down): 8.528 / 7.443 eV.

The molecule's Löwdin atomic charges, reported in e, are given here: H 0.13; P 0.97; H 0.14; H 0.06; N 0.09; C -0.37; H 0.14; H 0.12; H 0.11; H 0.14; C 0.09; H -0.02; C -0.12; H 0.08; C -0.12; H 0.12; H 0.04; C -0.50; H 0.18; H 0.14; C -0.43

w ends up most stable, edging out the next structure by 28.1 kcal/mol.

## w
This record from the OMol25 dataset describes a gas-phase ion, C9H11N4 (charge +1). The level of theory is ωB97M-V/def2-TZVPD.

Structure (ORCA input):
```
! wB97M-V def2-TZVPD RIJCOSX def2/J DEFGRID3
* xyz 1 1
C -1.621 -1.793 3.274
H 0.867 1.228 -4.711
C 0.379 0.052 -2.496
H 1.312 0.896 3.015
H 0.094 -1.658 -1.253
C -0.574 -0.867 3.345
H 0.310 2.744 -4.333
H -0.318 -0.390 4.386
H 2.033 2.380 -3.749
N -0.187 -0.010 -0.119
C -0.671 -0.700 0.965
H 1.670 1.768 0.578
H -2.330 -2.083 4.077
N 0.588 1.328 -2.631
C 0.959 1.968 -3.931
N 0.986 0.520 2.128
H 0.918 2.016 -1.934
C -0.123 -0.293 2.223
N -1.589 -1.683 0.889
H -2.610 -3.093 2.009
C 1.343 0.881 0.945
C -2.067 -2.182 2.036
C 0.087 -0.547 -1.309
H 0.544 -0.482 -3.402
*
```

As for the gap between HOMO and LUMO (spin up / spin down): 6.783 / 6.934 eV.

The molecule's Löwdin atomic charges, reported in e, are given here: C -0.05; H 0.08; C -0.10; H 0.18; H 0.14; C 0.00; H 0.09; H 0.17; H 0.13; N 0.10; C -0.25; H 0.06; H 0.13; N -0.02; C -0.04; N 0.08; H 0.15; C -0.21; N 0.16; H 0.11; C 0.21; C -0.11; C -0.15; H 0.13

## x
This record from the OMol25 dataset describes a gas-phase ion, C9H11N4 (charge +1). The level of theory is ωB97M-V/def2-TZVPD.

Structure (ORCA input):
```
! wB97M-V def2-TZVPD RIJCOSX def2/J DEFGRID3
* xyz 1 1
H 0.823 0.359 1.104
N -0.614 2.394 0.697
H 0.920 4.270 -1.474
H 0.596 2.162 -2.376
H 0.407 -4.492 0.279
C 1.400 -2.962 1.402
N -0.407 0.704 -1.447
H -2.912 0.197 -1.356
C -0.301 -2.545 -0.241
H 0.437 4.777 0.092
N -2.301 -0.449 -0.879
C 0.078 1.855 -1.472
H -2.713 -1.250 -0.425
H 2.014 -3.662 1.948
N 0.489 4.044 -0.595
C -0.168 -1.174 -0.016
C 1.523 -1.601 1.634
H -0.707 3.049 1.465
C -1.008 -0.218 -0.757
H -0.988 -2.911 -0.991
C 0.493 -3.431 0.463
C -0.036 2.824 -0.350
H 2.221 -1.238 2.374
C 0.755 -0.702 0.919
*
```

Its structure (SMILES) is [H]/N=C(N)/C=N\C(=[NH2+])c1ccccc1. As for the gap between HOMO and LUMO: 8.850 eV.

The molecule's Löwdin atomic charges, reported in e, are given here: H 0.10; N 0.16; H 0.11; H 0.14; H 0.12; C -0.05; N 0.21; H 0.15; C -0.02; H 0.12; N 0.25; C 0.02; H 0.14; H 0.12; N 0.16; C -0.16; C -0.05; H 0.07; C -0.28; H 0.12; C -0.05; C -0.47; H 0.12; C -0.01

## y
This record from the OMol25 dataset describes a gas-phase ion, C9H11N4 (charge +1). The level of theory is ωB97M-V/def2-TZVPD.

Structure (ORCA input):
```
! wB97M-V def2-TZVPD RIJCOSX def2/J DEFGRID3
* xyz 1 1
N 1.886 -0.418 -0.626
C 2.355 0.810 -0.170
N -2.633 0.138 -0.425
N -0.030 -1.446 -0.347
C 0.866 -2.058 0.504
C -0.888 1.491 0.542
C 1.475 1.799 0.004
H 0.520 -2.869 1.202
H 3.446 0.747 0.170
H -3.224 -1.565 0.575
N 0.179 1.594 -0.477
H -1.443 -2.988 0.214
C 0.555 -0.431 -0.996
H 0.098 -0.033 -1.927
H 3.129 -1.560 0.660
H -0.680 0.623 1.202
H 1.952 2.789 0.359
C -2.145 1.236 -0.133
H -2.692 2.155 -0.524
C -1.353 -1.947 -0.065
H -0.006 2.193 -1.227
C 2.079 -1.429 0.260
H -1.024 2.316 1.181
C -2.420 -1.150 0.043
*
```

Its structure (SMILES) is C1=C\n2cc[n+](c2)/C=C\NC\C=N/1. As for the gap between HOMO and LUMO: 9.346 eV.

The molecule's Löwdin atomic charges, reported in e, are given here: N -0.04; C -0.04; N 0.11; N -0.02; C 0.00; C -0.14; C -0.10; H 0.16; H 0.17; H 0.11; N -0.05; H 0.13; C -0.04; H 0.19; H 0.16; H 0.15; H 0.16; C -0.15; H 0.15; C -0.03; H 0.13; C -0.03; H 0.12; C -0.09

## z
This record from the OMol25 dataset describes a molecular structure, C9H11N4. The level of theory is ωB97M-V/def2-TZVPD.

Structure (ORCA input):
```
! wB97M-V def2-TZVPD RIJCOSX def2/J DEFGRID3
* xyz 1 1
C 1.632 -2.923 0.941
H 3.525 -0.528 2.375
N -0.063 1.287 -0.583
H 0.923 1.482 -0.634
C -2.461 -0.081 -0.992
N 0.639 -2.208 0.455
N -0.904 3.077 -1.749
N -0.496 -0.204 0.280
H -1.394 -1.880 -0.554
C 0.637 -0.892 0.673
H -1.702 3.569 -2.119
H 1.633 0.830 1.515
H -3.250 -0.537 -1.561
H 0.005 3.484 -1.914
H -3.149 1.883 -1.541
H -2.726 1.679 0.167
C -1.481 -0.806 -0.451
C 2.699 -2.373 1.642
H 1.563 -3.988 0.759
H 3.486 -2.999 2.024
C -2.442 1.414 -0.859
C -1.053 1.951 -1.074
C 1.665 -0.237 1.358
C 2.714 -0.999 1.841
*
```

As for the gap between HOMO and LUMO (spin up / spin down): 8.107 / 8.107 eV.

The molecule's Löwdin atomic charges, reported in e, are given here: C -0.11; H 0.12; N 0.23; H 0.14; C -0.04; N 0.12; N 0.22; N 0.11; H 0.13; C -0.32; H 0.14; H 0.11; H 0.11; H 0.14; H 0.13; H 0.15; C -0.11; C -0.03; H 0.12; H 0.11; C -0.07; C -0.35; C -0.01; C -0.04

x ends up most stable, edging out the next structure by 41.0 kcal/mol.

## w
This record from the OMol25 dataset describes 2 unconnected molecules or ions with the total composition C4H14N3. The level of theory is ωB97M-V/def2-TZVPD.

Structure (ORCA input):
```
! wB97M-V def2-TZVPD RIJCOSX def2/J DEFGRID3
* xyz 0 2
H -1.407 -3.058 0.223
N -0.269 -1.613 -0.887
N 0.679 2.653 2.462
H -0.779 -3.064 -2.314
C 0.027 -0.175 -0.865
H -2.048 -1.754 -2.187
H 2.800 2.082 1.024
H -0.185 1.741 0.813
H 0.561 0.045 0.118
H -0.615 -1.702 1.198
C -1.174 -1.938 0.255
C 0.775 2.064 1.240
H 0.784 0.130 -1.607
N 1.907 1.924 0.577
H 1.987 1.405 -0.257
H -0.832 0.470 -0.875
H 1.483 2.860 3.092
H -0.229 2.653 2.932
H -0.448 -1.419 -3.010
H -2.090 -1.333 0.243
C -0.928 -1.970 -2.175
*
```

The expectation value of S² is 0.753. As for the gap between HOMO and LUMO (spin up / spin down): 5.272 / 9.701 eV.

The molecule's Löwdin atomic charges, reported in e, are given here: H 0.10; N -0.31; N 0.01; H 0.08; C -0.16; H 0.09; H 0.09; H 0.08; H 0.06; H 0.09; C -0.12; C -0.42; H 0.09; N 0.03; H 0.05; H 0.07; H 0.09; H 0.08; H 0.08; H 0.07; C -0.13

## x
This record from the OMol25 dataset describes 2 unconnected molecules or ions with the total composition C4H14N3. The level of theory is ωB97M-V/def2-TZVPD.

Structure (ORCA input):
```
! wB97M-V def2-TZVPD RIJCOSX def2/J DEFGRID3
* xyz 0 2
H 3.056 -1.511 1.330
C 2.041 -1.118 1.610
H 0.379 0.958 -2.394
H -3.061 0.240 0.711
H 1.956 -0.094 3.736
C -1.669 0.406 -0.718
H 1.720 0.865 2.497
C -0.292 0.268 -2.963
N -2.932 -0.013 -0.262
N -1.319 -0.180 -1.896
H 3.242 0.220 2.526
H -1.351 1.871 0.522
H 0.106 1.372 -0.290
H 1.476 -2.063 2.101
H 1.453 -1.002 0.680
H 0.104 -0.655 -3.228
H -0.910 0.882 -3.748
N -0.776 1.058 0.075
H -2.081 -0.814 -2.334
C 2.139 0.021 2.694
H -3.281 -0.711 -0.651
*
```

The expectation value of S² is 0.753. As for the gap between HOMO and LUMO (spin up / spin down): 4.615 / 9.680 eV.

The molecule's Löwdin atomic charges, reported in e, are given here: H 0.06; C -0.17; H 0.07; H 0.09; H 0.05; C -0.59; H -0.03; C -0.07; N 0.12; N -0.09; H 0.08; H 0.13; H 0.06; H 0.09; H 0.03; H 0.04; H 0.10; N 0.07; H 0.14; C -0.15; H -0.05

w ends up most stable, edging out the next structure by 40.9 kcal/mol.